97
Properties=species:S:1:pos:R:3:forces:R:3:mulliken_charge:R:1 method="wB97M-V/def2-TZVPD" total_energy_ev=-73667.112 e_homo_ev=-9.3
C -1.2929 32.5783 13.9789 1.403 0.806 -0.809 0.6157
O -0.7948 33.5597 13.5668 1.182 4.676 -1.035 -0.6183
N -0.7853 31.8173 14.8637 3.443 -3.222 5.585 -0.3921
N -2.2997 31.9481 13.4958 -5.893 -2.073 -3.443 -0.4674
H -0.1237 32.1889 15.5303 0.075 -0.283 -0.320 0.2214
H -1.2993 30.9817 15.1037 0.301 0.393 0.605 0.2086
H -2.0763 30.9772 13.3300 -0.861 0.091 -0.304 0.2150
H -2.8696 32.4423 12.8242 0.310 -0.401 -0.265 0.2136
C -5.0103 33.2799 26.1088 -0.627 -2.345 1.948 0.6537
O -4.5123 32.9009 27.1632 0.529 0.272 -0.148 -0.6638
N -4.8972 34.4718 25.5939 0.785 2.928 -1.071 -0.3705
N -5.8516 32.4694 25.4333 -0.448 -0.921 -0.546 -0.3961
H -5.2753 34.6481 24.6740 0.377 0.332 0.276 0.1775
H -4.1955 35.0705 26.0052 -0.287 0.061 -0.311 0.2308
H -5.9121 31.5417 25.8280 -0.377 0.221 -0.454 0.2031
H -6.3608 32.7904 24.6222 0.042 -0.533 0.277 0.1666
C -12.0008 34.7820 24.0659 1.744 8.056 0.105 0.5583
O -11.8707 35.7361 24.7996 0.762 2.792 0.664 -0.6920
N -12.3529 33.7251 24.5344 -2.899 -10.130 2.410 -0.2859
N -11.8802 34.8271 22.7622 0.691 0.859 -3.162 -0.3929
H -12.7498 33.6742 25.4617 0.144 -0.284 -0.431 0.2527
H -12.5379 33.1243 23.7438 -0.830 -1.495 1.406 0.1533
H -11.5554 35.7299 22.4467 0.109 -0.531 -0.601 0.2266
H -11.8571 33.9652 22.2361 0.275 0.701 -0.410 0.1807
C -9.6655 27.9030 12.3178 1.185 -2.199 0.332 0.6949
O -9.1815 26.9488 12.8708 0.632 -1.567 1.114 -0.6646
N -10.8476 27.9062 11.8015 -5.521 -1.526 -1.022 -0.4082
N -9.0141 28.9485 11.9790 3.473 4.784 -0.656 -0.3904
H -11.2281 26.9710 11.7764 -0.593 0.419 0.011 0.2197
H -11.2984 28.6517 11.2903 0.361 -0.372 0.083 0.1718
H -9.5332 29.7641 11.6866 0.781 -0.036 -0.105 0.1712
H -8.0061 28.9149 12.0322 -0.340 0.495 0.273 0.2085
C -4.4704 37.0947 11.8721 -4.880 0.772 3.848 0.7269
O -4.9070 37.5036 12.9805 1.026 -1.131 -1.596 -0.6888
N -5.1398 36.2005 11.1108 -0.945 -1.623 0.119 -0.4161
N -3.5318 37.6353 11.2048 4.322 1.755 -2.456 -0.3462
H -5.9963 35.8253 11.4926 0.330 -0.092 -0.283 0.2089
H -4.8041 35.9543 10.1906 -0.521 -0.131 0.339 0.1510
H -3.0764 38.4957 11.4743 -0.006 -0.492 0.029 0.2115
H -3.3180 37.1422 10.3497 0.665 0.916 0.067 0.1563
C -11.3172 24.1753 18.6092 1.044 2.754 -0.396 0.5462
O -11.4005 23.1347 18.0783 -0.992 -4.234 -1.485 -0.5874
N -10.6293 25.1846 18.1037 1.774 2.098 -1.603 -0.4239
N -11.8752 24.5569 19.7297 -3.143 -1.322 4.395 -0.3930
H -10.2327 24.9981 17.1937 0.492 0.387 0.380 0.2280
H -10.2223 25.8039 18.7899 0.267 0.200 -0.800 0.2033
H -12.0176 25.4475 20.1843 0.468 0.048 -0.858 0.2056
H -12.4980 23.8394 20.0722 0.087 0.119 0.376 0.2193
C -9.5552 32.3209 16.9195 0.123 -0.024 0.391 0.6528
O -10.6563 32.1099 16.5343 -3.610 -0.799 -0.821 -0.6506
N -9.1245 32.1506 18.1375 0.655 -1.198 3.644 -0.3810
N -8.6444 32.8383 16.1516 2.851 2.516 -3.949 -0.4039
H -9.7500 31.6693 18.7678 0.423 0.257 0.183 0.2095
H -8.2923 32.6383 18.4372 -0.397 -0.326 0.294 0.1835
H -7.6397 32.7381 16.1773 -0.417 -0.026 0.434 0.1949
H -9.0274 33.3717 15.3842 0.357 -0.369 -0.177 0.1906
C -13.9852 37.6525 17.2925 2.336 4.313 -1.484 0.6312
O -13.1082 38.4010 17.6784 0.233 1.114 0.080 -0.6541
N -14.2327 36.5454 17.8195 -1.194 -7.059 3.576 -0.3306
N -14.7882 37.8225 16.2475 -2.133 1.539 -3.634 -0.3876
H -13.6596 36.1932 18.5729 -0.124 0.091 -0.290 0.2227
H -14.8065 35.9048 17.2899 0.187 -0.216 0.764 0.1681
H -14.8119 38.6274 15.6378 0.579 0.063 0.590 0.2013
H -15.3015 37.0567 15.8349 0.125 0.138 0.397 0.1500
C -14.5236 28.6187 21.0863 5.834 4.537 -1.477 0.6466
O -13.5614 29.3032 21.4362 -0.414 0.393 0.919 -0.6912
N -15.2557 27.8521 21.7321 -4.633 -4.955 6.434 -0.2969
N -14.8803 28.5114 19.8504 -0.783 0.135 -5.477 -0.3797
H -15.8838 27.3021 21.1637 -0.394 0.089 1.324 0.1455
H -15.4787 28.0260 22.7017 0.236 -0.398 -0.144 0.2313
H -15.4266 27.6734 19.7106 0.218 0.751 -1.658 0.1362
H -14.4058 29.0208 19.1187 -0.025 -0.547 0.075 0.2099
C -5.6244 36.1237 19.0368 -3.816 2.037 -1.283 0.6996
O -5.9114 35.8217 20.1243 -1.628 -1.270 6.094 -0.6273
N -4.5732 35.6925 18.4819 4.895 -1.546 -3.131 -0.3838
N -6.4454 36.8615 18.2511 -0.042 0.778 -1.461 -0.4054
H -4.4513 35.8801 17.4970 0.756 -0.514 0.311 0.1701
H -4.0234 35.0595 19.0450 0.166 0.166 -0.619 0.2128
H -7.3424 37.2094 18.5585 0.477 -0.151 -0.037 0.1945
H -6.0862 37.0348 17.3232 -0.818 0.470 0.078 0.1412
C -3.7912 27.8691 18.3278 -2.030 1.410 -1.474 0.6231
O -3.8399 28.2310 17.1977 0.286 1.321 -3.814 -0.6499
N -2.9317 27.0664 18.7931 4.678 -3.918 2.059 -0.3862
N -4.6819 28.2337 19.1991 -3.582 1.663 3.384 -0.3950
H -2.1806 26.8132 18.1671 -0.020 -0.122 0.476 0.2364
H -2.8520 26.9875 19.7969 0.513 -0.285 -0.404 0.1962
H -5.4250 28.8560 18.9151 0.238 -0.292 -0.030 0.2024
H -4.8170 27.7245 20.0608 -0.065 0.259 -0.206 0.1719
O -10.8068 35.3265 12.0252 0.245 -0.027 -0.014 -0.6340
H -11.4316 35.3108 12.7502 -0.124 0.015 0.244 0.3201
H -11.3462 35.2244 11.2412 -0.105 -0.005 -0.223 0.3144
O -8.5167 27.7709 22.9919 0.165 0.081 -0.189 -0.6468
H -8.4274 26.8942 23.3657 0.058 -0.231 0.090 0.3241
H -9.3072 28.1257 23.3986 -0.225 0.149 0.076 0.3219
O -15.0914 28.4692 14.2792 -0.242 0.102 -0.007 -0.6411
H -14.3479 28.7847 14.7929 0.215 0.120 0.130 0.3193
H -14.7602 27.6914 13.8303 0.061 -0.217 -0.114 0.3198

59
Properties=species:S:1:pos:R:3:forces:R:3:nbo_charge:R:1 method="wB97M-V/def2-TZVPD" total_energy_ev=-63795.429 e_homo_ev="-7.1 / -7.1"
Pt 0.7516 1.0248 -0.3665 -0.603 1.771 -0.117 0.9902
C -0.0104 4.9653 2.8567 0.104 -0.229 -0.035 -0.7467
S 0.7308 3.4955 3.6043 0.059 -0.013 0.133 0.3245
C 1.0502 2.4933 2.2156 -0.066 0.092 -0.851 -0.0707
S 0.8929 3.1357 0.5967 0.079 -0.501 0.121 -0.1241
N 1.4510 1.2842 2.4748 -0.420 -0.172 1.289 -0.4054
N 1.6546 0.5206 1.3869 0.528 -0.462 -1.356 -0.2083
C 2.4393 -0.5075 1.4602 -0.444 0.688 0.721 0.0587
C 3.1006 -0.9724 0.2574 0.115 -0.533 -1.073 0.1159
C 3.8389 -2.1573 0.1790 -0.378 0.075 0.489 -0.2182
C 4.5311 -2.4425 -0.9797 0.111 0.078 -0.256 -0.1747
C 4.4972 -1.5355 -2.0341 -0.069 -0.181 0.097 -0.2422
C 3.7021 -0.4062 -1.8965 0.025 -0.279 0.044 0.0498
N 3.0176 -0.1482 -0.7957 1.067 -0.011 0.065 -0.4218
H -0.2474 5.6320 3.6832 0.013 -0.019 0.028 0.2326
H -0.9170 4.6875 2.3248 -0.019 0.069 -0.009 0.2368
H 0.6925 5.4440 2.1810 -0.032 0.076 0.010 0.2345
H 2.6812 -0.9079 2.4390 0.286 0.178 0.037 0.2097
H 3.8392 -2.8390 1.0213 0.099 -0.014 -0.013 0.2194
H 5.1011 -3.3582 -1.0673 0.024 0.009 0.044 0.2217
H 5.0710 -1.7015 -2.9354 -0.031 -0.020 -0.022 0.2239
H 3.6134 0.3193 -2.6986 -0.005 0.011 0.017 0.2072
O -1.9029 1.6893 -3.4241 0.061 0.045 0.018 -0.6417
C -1.3583 1.7022 -2.3325 -0.088 0.047 0.097 0.7477
O -0.0753 1.6757 -2.1511 -0.066 -0.243 0.398 -0.7212
C -2.2466 1.8104 -1.0882 0.238 -0.023 0.097 0.1229
C -3.4923 2.4727 -1.1703 -0.118 0.060 -0.103 -0.2229
C -4.2251 2.6251 -0.0316 0.034 0.009 -0.064 -0.1484
C -3.7369 2.1121 1.1940 0.214 -0.066 0.116 -0.1247
C -4.4108 2.2733 2.4261 -0.047 -0.015 -0.012 -0.1751
C -3.8929 1.7388 3.5724 -0.081 0.021 -0.021 -0.2200
C -2.6936 0.9972 3.5333 0.045 -0.061 -0.035 -0.1931
C -2.0176 0.8246 2.3577 -0.012 -0.060 0.112 -0.2255
C -2.5061 1.4088 1.1688 -0.507 0.280 -0.265 0.2243
N -1.7937 1.2966 0.0195 -0.677 -0.273 0.143 -0.4628
H -3.8160 2.8427 -2.1328 -0.041 -0.008 0.016 0.2425
H -5.1845 3.1294 -0.0422 0.025 0.053 -0.028 0.2132
H -5.3434 2.8257 2.4387 -0.002 -0.005 0.041 0.2095
H -4.4098 1.8660 4.5147 -0.004 0.016 -0.003 0.2140
H -2.3110 0.5574 4.4452 0.020 0.010 -0.002 0.2148
H -1.1104 0.2377 2.3159 0.101 0.082 -0.038 0.2239
C -0.3642 -2.8258 0.9505 -0.010 -0.141 -0.037 -0.6536
C 0.0579 -3.1194 -0.4529 0.115 0.216 -0.011 0.1267
C 0.1771 -4.3997 -0.9358 -0.022 -0.233 0.194 -0.2863
C 0.5232 -4.6308 -2.2698 -0.043 0.367 0.067 -0.0599
C 0.7128 -3.5787 -3.1559 0.198 -0.145 -0.241 -0.2858
C 0.5887 -2.2675 -2.7377 -0.218 0.168 0.092 0.1555
C 0.6476 -1.1308 -3.6983 0.218 -0.096 -0.005 -0.6757
C 0.3292 -1.9990 -1.3360 -0.650 0.007 -0.499 0.0704
N 0.3154 -0.7849 -0.8775 0.989 -0.697 0.563 -0.4853
H -0.6364 -3.7366 1.4824 0.034 -0.017 -0.021 0.2152
H -1.2166 -2.1467 0.9434 0.024 0.033 0.050 0.2499
H 0.4383 -2.3219 1.4895 -0.027 0.036 0.012 0.2359
H 0.0000 -5.2408 -0.2759 -0.029 -0.003 -0.028 0.2171
H 0.6124 -5.6492 -2.6266 0.015 -0.015 0.003 0.2189
H 0.9478 -3.7828 -4.1939 -0.034 -0.036 0.012 0.2188
H 1.1826 -1.4120 -4.6053 -0.032 -0.008 -0.013 0.2135
H 1.0989 -0.2510 -3.2466 -0.057 0.054 0.005 0.2664
H -0.3686 -0.8342 -3.9740 -0.006 0.029 0.031 0.2678